1.
The following is a quantum chemistry calculation of the ion C4H7NO2 with charge +1 at a distorted geometry, from OMol25.

Positions of all 14 atoms, in Å:
C  1.1374  -0.6581  1.2013
C  0.1433  0.5046  1.2482
N  -0.9517  0.2914  0.1767
C  -1.1668  -0.4384  -1.1955
C  0.1829  0.4800  -1.4983
O  1.1365  0.1401  -2.1323
O  0.2226  1.5113  1.8489
H  0.8930  -1.3125  0.3647
H  0.9491  -1.1843  2.1462
H  2.1208  -0.1943  1.1798
H  -1.6486  1.0079  0.4118
H  -2.1875  -0.3227  -1.5014
H  -0.8281  -1.4101  -0.8957
H  -0.0029  1.5851  -1.3545

Force components x, y, z for each atom (eV/Å):
-1.5 0.9 0.7
2.4 -2.1 -1.2
-3.0 0.2 1.0
3.4 1.6 4.8
-0.4 2.1 -4.5
-0.7 -0.9 1.4
-1.3 0.0 -0.4
0.5 0.0 0.2
0.5 -0.1 -0.2
0.2 -0.4 0.0
-0.1 0.1 -0.5
-0.2 0.5 -0.7
0.0 -0.9 -0.9
0.2 -0.9 0.2

Values from the calculation:
Strongest force on any atom in eV Å⁻¹: 6.08
Molecular weight in g mol⁻¹: 101.10
Gap between HOMO and LUMO (alpha / beta) in Ha: 0.4092 / 0.2506
Energy above the lowest of the compared OMol25 structures with the same formula, charge and spin in kcal/mol: 53.6
HOMO (alpha / beta) in eV: -15.8 / -15.6
Charge: +1
2S+1: 2

=====

2.
The following is a quantum chemistry calculation of an isolated molecule of C3H6N2OS2 at a distorted geometry, from OMol25.

Positions of all 14 atoms, in Å:
C  0.7046  1.2261  -0.3242
C  -0.3581  1.0923  0.7274
C  -0.0526  -2.6913  0.7304
H  1.5488  0.0952  -1.6871
H  0.6083  -0.8501  -0.8138
H  -0.9234  2.0149  0.4951
H  0.1256  1.1279  1.8104
H  -0.8896  -1.7980  2.3575
H  0.2960  -3.6006  1.2111
N  1.0342  0.0823  -0.8802
N  -0.5954  -1.6368  1.4435
O  -0.0288  -2.8278  -0.5186
S  1.0708  2.7990  -1.1759
S  -1.4064  -0.3770  0.5528

Force components x, y, z for each atom (eV/Å):
-0.3 1.7 -2.7
1.4 0.8 2.0
-0.8 -1.1 -3.2
1.8 0.6 -2.3
-0.3 0.6 0.9
-0.4 -0.6 0.9
-1.2 0.1 -2.2
-0.3 -0.3 1.7
0.1 0.3 1.3
-0.2 -0.9 0.9
0.9 0.3 -3.0
0.1 1.6 2.7
-0.4 -3.0 2.3
-0.3 -0.2 0.7

Values from the calculation:
Strongest force on any atom in eV Å⁻¹: 3.80
Molecular weight in g mol⁻¹: 150.23
Gap between HOMO and LUMO in Ha: 0.3083
Energy above the lowest of the compared OMol25 structures with the same formula, charge and spin in kcal/mol: 50.2
HOMO in eV: -8.2
SMILES: NC(=S)CSNC=O
Charge: 0
2S+1: 1

=====

3.
The following is a quantum chemistry calculation of a cluster of 2 separate species, C5H11NO in total at a distorted geometry, from OMol25.

Positions of all 18 atoms, in Å:
C  0.3428  -2.1507  -0.5792
C  1.2695  -1.7476  0.4503
C  1.0784  -0.2400  1.0270
C  -0.1088  0.3786  0.8855
N  -0.2961  1.7791  0.7177
C  -0.5661  2.3667  1.7949
H  -0.7265  -2.2283  -0.0632
H  0.5818  -2.9277  -1.3121
H  0.2219  -1.2190  -1.1939
H  2.4208  -1.7609  0.3045
H  1.2233  -2.4196  1.4195
H  1.9693  0.0976  1.5603
H  -1.0600  -0.1928  0.9242
H  -0.3052  3.4843  2.0624
H  -0.8540  1.6646  2.6213
H  -1.5497  -0.6187  -3.8265
H  -1.5554  1.0649  -3.4999
O  -1.2986  0.1199  -3.1864

Force components x, y, z for each atom (eV/Å):
-3.5 1.7 -1.2
3.4 0.7 5.8
-0.8 -2.2 -0.7
-0.5 -0.7 -0.4
1.2 0.5 0.4
0.7 0.8 2.1
2.1 -0.5 -1.4
0.0 -0.3 0.8
-0.2 -0.8 0.1
-1.9 -0.1 -0.7
-0.1 0.8 -1.8
-0.1 0.8 -0.9
0.7 0.1 -1.1
-1.3 -2.0 -1.1
0.2 1.2 0.1
0.3 2.2 1.0
0.5 -3.0 0.3
-0.7 0.8 -1.2

Values from the calculation:
Strongest force on any atom in eV Å⁻¹: 6.74
Molecular weight in g mol⁻¹: 101.15
Gap between HOMO and LUMO in Ha: 0.3397
Energy above the lowest of the compared OMol25 structures with the same formula, charge and spin in kcal/mol: 106.8
HOMO in eV: -8.4
SMILES: C=N/C=C/CC.O
Charge: 0
2S+1: 1

=====

4.
The following is a quantum chemistry calculation of an isolated molecule of C28H33N3O3S at a distorted geometry, from OMol25.

Positions of all 68 atoms, in Å:
C  1.8773  -1.7021  -4.3896
C  1.4378  -3.0831  -3.9174
C  2.4989  -3.8022  -3.0834
C  2.8467  -3.0829  -1.7791
N  1.6899  -2.9225  -0.9127
C  1.2237  -1.6716  -0.6667
O  1.7119  -0.6713  -1.1601
C  0.0921  -1.5670  0.3085
C  -1.0243  -0.8194  -0.0484
C  -2.0521  -0.6587  0.8568
C  -1.9931  -1.2196  2.1177
C  -0.8689  -1.9427  2.4846
C  0.1712  -2.1120  1.5865
H  1.0488  -2.6692  1.8788
H  -0.8039  -2.3769  3.4707
H  -2.8294  -1.0890  2.7862
S  -3.4835  0.3207  0.3823
O  -3.6365  0.2118  -1.0380
O  -4.5721  -0.0574  1.2355
N  -3.1378  1.9023  0.7161
C  -3.1166  2.3102  2.1017
C  -1.6820  2.3488  2.6506
N  -0.7845  3.1417  1.8329
C  -0.7967  2.6594  0.4616
C  -2.2087  2.6034  -0.1425
H  -2.5920  3.6184  -0.2984
H  -2.2091  2.0866  -1.1011
H  -0.3537  1.6589  0.4652
H  -0.1629  3.3111  -0.1421
C  -0.9700  4.5793  1.9540
C  0.1986  5.3196  1.3575
C  1.4947  4.8857  1.6088
C  2.5760  5.5647  1.0788
C  2.3753  6.6904  0.2966
C  1.0879  7.1292  0.0431
C  0.0051  6.4443  0.5682
H  -0.9988  6.7901  0.3635
H  0.9242  8.0047  -0.5682
H  3.2199  7.2226  -0.1157
H  3.5793  5.2170  1.2770
H  1.6392  4.0041  2.2139
H  -1.9037  4.9418  1.4962
H  -1.0172  4.8079  3.0249
H  -1.2770  1.3315  2.6807
H  -1.6842  2.7492  3.6670
H  -3.5741  3.3036  2.1743
H  -3.7371  1.6026  2.6507
H  -1.1052  -0.3843  -1.0325
C  1.0182  -4.0884  -0.4821
C  1.7201  -5.1057  0.1568
C  1.0630  -6.2494  0.5718
C  -0.2973  -6.3913  0.3568
C  -0.9983  -5.3847  -0.2854
C  -0.3465  -4.2424  -0.7109
H  -0.8959  -3.4682  -1.2248
H  -2.0571  -5.4907  -0.4663
H  -0.8074  -7.2841  0.6844
H  1.6169  -7.0308  1.0704
H  2.7783  -4.9976  0.3410
H  3.2226  -2.0796  -1.9831
H  3.6221  -3.6449  -1.2499
H  3.4163  -3.8970  -3.6680
H  2.1443  -4.8096  -2.8486
H  0.5189  -2.9900  -3.3350
H  1.2114  -3.7065  -4.7858
H  1.1396  -1.2908  -5.0746
H  1.9760  -1.0166  -3.5522
H  2.8315  -1.7615  -4.9093

Force components x, y, z for each atom (eV/Å):
-0.2 -0.1 0.1
0.3 0.0 0.0
-0.2 0.1 0.1
0.4 -0.1 -0.4
0.2 0.0 0.0
0.0 0.1 0.2
-0.1 0.2 -0.1
-0.2 0.4 0.2
0.3 -0.1 -0.1
-0.6 0.3 -0.2
-0.1 -0.1 0.1
0.0 0.1 0.0
0.0 0.1 -0.1
0.1 -0.1 0.0
0.0 0.0 0.1
-0.1 0.0 0.1
-0.2 0.2 0.0
0.4 0.0 0.0
0.3 0.0 0.2
-0.4 -1.0 -0.3
0.1 0.0 0.7
-0.2 0.0 0.0
0.1 0.1 0.1
-0.1 0.0 -0.2
0.6 0.2 -0.4
0.0 -0.1 0.0
0.1 0.2 -0.1
0.0 0.1 -0.1
0.0 -0.1 -0.1
0.0 -0.1 0.1
0.0 0.1 0.0
0.0 0.0 0.0
0.1 0.0 0.0
0.0 0.1 -0.1
0.1 0.1 -0.1
0.0 -0.1 0.1
-0.1 0.0 0.0
0.0 0.1 -0.1
0.1 0.0 0.0
0.1 0.0 0.0
0.0 -0.1 0.1
0.0 0.1 0.1
-0.1 0.0 -0.1
-0.1 0.1 0.1
0.0 -0.1 0.0
0.0 -0.1 0.0
0.0 0.2 0.2
0.1 0.0 -0.1
-0.3 -0.5 0.1
0.0 0.2 -0.1
0.0 -0.1 0.0
0.0 -0.1 0.0
0.0 0.0 0.0
0.2 -0.1 -0.1
0.0 0.0 -0.1
-0.1 0.0 0.0
0.0 -0.1 0.0
0.0 -0.1 0.0
0.1 0.0 0.0
0.0 -0.2 0.1
0.0 0.1 0.0
0.0 -0.1 0.0
0.1 0.0 0.0
-0.1 -0.1 0.0
-0.1 0.0 0.1
0.0 0.1 -0.1
0.1 0.1 0.0
0.1 0.0 -0.1

Values from the calculation:
Strongest force on any atom in eV Å⁻¹: 1.08
Molecular weight in g mol⁻¹: 491.66
Gap between HOMO and LUMO in Ha: 0.3202
Energy above the lowest of the compared OMol25 structures with the same formula, charge and spin in kcal/mol: 21.2
HOMO in eV: -8.2
SMILES: CCCCN(C(=O)c1cccc(S(=O)(=O)N2CCN(Cc3ccccc3)CC2)c1)c1ccccc1
Charge: 0
2S+1: 1